Formula: C3H4BrNO2
Source: OMol25
Level of theory: wB97M-V/def2-TZVPD

Each line ends with the Löwdin charge.
Element x y z (Å)
1 O -0.61 -1.47 2.63  0.084
2 N -0.02 -0.66 1.96  -0.426
3 O 0.69 0.21 2.40  0.075
4 C -0.29 -0.68 0.55  0.015
5 C 0.20 0.35 -0.16  -0.184
6 C 0.08 0.41 -1.59  -0.550
7 Br -0.65 2.22 -2.11  0.578
8 H -0.85 -1.52 0.20  0.132
9 H 0.93 1.11 0.14  0.123
10 H -0.56 -0.35 -1.82  0.022
11 H 1.10 0.39 -2.21  0.130

- LUMO level: -0.93 eV
- E_HOMO: -10.7 eV
- M: 165.974 g/mol
- Total charge: 0
- SMILES string: O=[N+]([O-])/C=C/CBr
- ΔE to the lowest compared entry with this formula, charge and spin: 333.34 kJ/mol